Entry 1:
The following is a DFT calculation (the ωB97M-V functional and the def2-TZVPD basis) of one molecule with the formula C4H12N2O3S in a non-equilibrium geometry.

Values from the calculation:
structure (SMILES) = C[C@@H](N)[C@@](C)(N)S(=O)(=O)O
LUMO energy = 0.53 eV
relative energy (zero: lowest compared OMol25 entry of this formula, charge and spin) = 143.7 kJ/mol
maximum force = 4.8 eV Å⁻¹
Kohn-Sham gap = 10.10 eV
HOMO energy = -9.57 eV

Bonds (Å) are listed after each position.
Element x y z (Å)
1 C 1.323 -1.345 1.149  C3 1.479, H11 1.121, H12 1.009, H13 1.049
2 C -1.264 0.753 1.025  C4 1.496, H14 1.078, H15 1.074, H16 1.104
3 C 0.498 -1.037 -0.040  C1 1.479, C4 1.559, N6 1.425, H17 1.140
4 C -0.093 0.391 0.166  C2 1.496, C3 1.559, N5 1.814, S10 1.802
5 N 1.263 1.520 0.588  C4 1.814, H18 0.978, H19 1.005
6 N -0.619 -1.880 -0.305  C3 1.425, H21 0.980, H22 0.969
7 O -0.449 2.533 -1.304  S10 1.452
8 O 0.751 0.612 -2.297  S10 1.433
9 O -1.717 0.568 -2.062  S10 1.606, H20 0.905
10 S -0.319 1.097 -1.476  C4 1.802, O7 1.452, O8 1.433, O9 1.606
11 H 2.207 -2.006 0.953  C1 1.121
12 H 0.733 -1.787 1.837  C1 1.009
13 H 1.728 -0.416 1.419  C1 1.049
14 H -1.295 1.782 1.345  C2 1.078
15 H -1.196 0.220 1.955  C2 1.074
16 H -2.112 0.503 0.364  C2 1.104
17 H 1.051 -0.840 -1.017  C3 1.140
18 H 1.302 2.048 -0.235  N5 0.978
19 H 0.979 2.047 1.395  N5 1.005
20 H -1.467 0.110 -2.802  O9 0.905
21 H -0.686 -2.479 0.467  N6 0.980
22 H -0.618 -2.394 -1.126  N6 0.969

Entry 2:
The following is a DFT calculation (the ωB97M-V functional and the def2-TZVPD basis) of one molecule with the formula C4H6O2 in a non-equilibrium geometry.

Values from the calculation:
LUMO energy (spin up / spin down) = 0.34 / 0.41 eV
relative energy (zero: lowest compared OMol25 entry of this formula, charge and spin) = 536.9 kJ/mol
maximum force = 1.5 eV Å⁻¹
Kohn-Sham gap (spin up / spin down) = 8.52 / 8.17 eV
HOMO energy (spin up / spin down) = -8.18 / -7.76 eV

Bonds (Å) are listed after each position.
Element x y z (Å)
1 C -0.640 -0.013 1.931  O2 1.350, H7 1.084, H8 1.079
2 O 0.666 0.294 1.783  C1 1.350, C3 1.333
3 C 0.735 0.539 0.475  O2 1.333, C4 1.464, H9 1.088
4 C 0.254 -0.417 -0.523  C3 1.464, C5 1.467, O6 1.430, H10 1.097
5 C -0.206 -0.038 -1.864  C4 1.467, O6 1.420, H11 1.091, H12 1.091
6 O 1.098 -0.565 -1.667  C4 1.430, C5 1.420
7 H -0.861 -0.787 2.657  C1 1.084
8 H -1.363 0.741 1.659  C1 1.079
9 H 1.423 1.331 0.183  C3 1.088
10 H -0.150 -1.332 -0.071  C4 1.097
11 H -0.244 1.018 -2.137  C5 1.091
12 H -0.899 -0.683 -2.407  C5 1.091

Entry 3:
The following is a DFT calculation (the ωB97M-V functional and the def2-TZVPD basis) of one molecule with the formula ClH2NP2 in a non-equilibrium geometry.

Values from the calculation:
structure (SMILES) = [PH2]#P=NCl
LUMO energy (spin up / spin down) = -1.33 / -1.33 eV
relative energy (zero: lowest compared OMol25 entry of this formula, charge and spin) = 279.3 kJ/mol
maximum force = 4.8 eV Å⁻¹
Kohn-Sham gap (spin up / spin down) = 7.95 / 7.95 eV
HOMO energy (spin up / spin down) = -9.28 / -9.28 eV

Bonds (Å) are listed after each position.
Element x y z (Å)
1 N -1.089 0.683 -0.256  P2 1.789, Cl4 1.671
2 P 0.596 0.976 0.268  N1 1.789, P3 2.176
3 P 0.930 -1.109 0.793  P2 2.176, H5 1.362, H6 1.370
4 Cl -2.139 1.961 -0.497  N1 1.671
5 H 1.816 -1.217 -0.235  P3 1.362
6 H -0.115 -1.295 -0.073  P3 1.370

Entry 4:
The following is a DFT calculation (the ωB97M-V functional and the def2-TZVPD basis) of a 3-piece molecular cluster, C3H13N2O2S overall in a non-equilibrium geometry.

Values from the calculation:
charge = -1
LUMO energy = 3.68 eV
relative energy (zero: lowest compared OMol25 entry of this formula, charge and spin) = 234.6 kJ/mol
maximum force = 4.0 eV Å⁻¹
Kohn-Sham gap = 6.55 eV
HOMO energy = -2.87 eV

Bonds (Å) are listed after each position.
Element x y z (Å)
1 C -0.165 -0.447 -1.037  C2 1.576, N4 1.453, H7 1.181, H8 1.239
2 C 1.251 0.232 -1.175  C1 1.576, S3 1.901, H9 1.155, H10 1.144
3 S 2.503 -0.700 -0.090  C2 1.901
4 N -1.120 0.568 -0.624  C1 1.453, C5 1.483, H11 1.060
5 C -2.540 0.252 -0.914  N4 1.483, N6 1.531, H12 1.066, H13 1.147
6 N -2.987 -0.991 -0.139  C5 1.531, H14 1.089, H15 1.008
7 H -0.053 -1.259 -0.187  C1 1.181
8 H -0.540 -0.984 -2.088  C1 1.239
9 H 1.556 0.259 -2.288  C2 1.155
10 H 1.344 1.304 -0.789  C2 1.144
11 H -0.830 1.489 -1.060  N4 1.060
12 H -3.161 1.064 -0.613  C5 1.066
13 H -2.773 0.149 -2.032  C5 1.147
14 H -2.546 -1.096 0.851  N6 1.089
15 H -2.573 -1.735 -0.679  N6 1.008
16 H 1.973 2.806 1.456  O18 0.967
17 H 0.612 2.514 0.738  O18 0.960
18 O 1.214 3.210 1.013  H16 0.967, H17 0.960
19 H -0.036 -2.482 2.285  O21 1.063
20 H -0.103 -0.781 2.368  O21 1.005
21 O -0.645 -1.624 2.434  H19 1.063, H20 1.005

Entry 5:
The following is a DFT calculation (the ωB97M-V functional and the def2-TZVPD basis) of a 6-piece molecular cluster, C36H69F3NO16 overall in a non-equilibrium geometry.

Values from the calculation:
LUMO energy (spin up / spin down) = 0.52 / 0.50 eV
maximum force = 2.2 eV Å⁻¹
Kohn-Sham gap (spin up / spin down) = 8.74 / 10.01 eV
HOMO energy (spin up / spin down) = -8.21 / -9.51 eV
2S+1 = 2

Bonds (Å) are listed after each position.
Element x y z (Å)
1 C -2.635 -3.173 -2.201  C2 1.527, H22 1.085, H23 1.089, H24 1.081
2 C -1.659 -2.911 -3.346  C1 1.527, C3 1.529, C4 1.527, H25 1.090
3 C -2.279 -3.510 -4.609  C2 1.529, H26 1.084, H27 1.086, H28 1.085
4 C -1.245 -1.456 -3.551  C2 1.527, C5 1.553, H29 1.092, H30 1.083
5 C -0.505 -0.727 -2.397  C4 1.553, C6 1.552, C12 1.559, C21 1.531
6 C 0.328 0.421 -3.025  C5 1.552, C7 1.532, H31 1.088, H32 1.082
7 C 1.779 0.137 -3.425  C6 1.532, C8 1.500, H33 1.082, H34 1.090
8 C 1.999 -0.732 -4.628  C7 1.500, F9 1.331, F10 1.337, F11 1.307
9 F 1.781 -2.016 -4.354  C8 1.331
10 F 3.294 -0.677 -4.958  C8 1.337
11 F 1.328 -0.378 -5.693  C8 1.307
12 C -1.625 -0.008 -1.583  C5 1.559, C13 1.552, H35 1.083, H36 1.087
13 C -1.173 0.655 -0.254  C12 1.552, C14 1.543, C15 1.548, N16 1.470
14 C -1.293 2.188 -0.395  C13 1.543, H37 1.082, H38 1.085, H39 1.080
15 C -2.203 0.291 0.843  C13 1.548, H40 1.086, H41 1.087, H42 1.080
16 N 0.207 0.347 0.148  C13 1.470, O17 1.282, C18 1.474
17 O 1.084 1.241 -0.131  N16 1.282
18 C 0.638 -1.047 -0.056  N16 1.474, C19 1.542, C20 1.543, C21 1.558
19 C 0.057 -1.964 1.040  C18 1.542, H43 1.083, H44 1.081, H45 1.084
20 C 2.164 -1.088 0.169  C18 1.543, H46 1.087, H47 1.080, H48 1.081
21 C 0.279 -1.641 -1.451  C5 1.531, C18 1.558, H49 1.084, H50 1.079
22 H -2.773 -4.242 -2.076  C1 1.085
23 H -3.607 -2.750 -2.453  C1 1.089
24 H -2.304 -2.791 -1.245  C1 1.081
25 H -0.762 -3.499 -3.156  C2 1.090
26 H -3.305 -3.181 -4.733  C3 1.084
27 H -2.305 -4.585 -4.461  C3 1.086
28 H -1.680 -3.333 -5.495  C3 1.085
29 H -2.165 -0.891 -3.721  C4 1.092
30 H -0.716 -1.407 -4.495  C4 1.083
31 H -0.195 0.685 -3.942  C6 1.088
32 H 0.335 1.317 -2.417  C6 1.082
33 H 2.399 -0.266 -2.635  C7 1.082
34 H 2.212 1.104 -3.683  C7 1.090
35 H -2.457 -0.671 -1.382  C12 1.083
36 H -2.010 0.768 -2.239  C12 1.087
37 H -0.914 2.557 -1.339  C14 1.082
38 H -2.353 2.420 -0.382  C14 1.085
39 H -0.871 2.701 0.456  C14 1.080
40 H -2.514 -0.747 0.768  C15 1.086
41 H -1.696 0.435 1.794  C15 1.087
42 H -3.092 0.900 0.774  C15 1.080
43 H 0.224 -1.569 2.034  C19 1.083
44 H 0.502 -2.939 0.902  C19 1.081
45 H -0.998 -2.116 0.843  C19 1.084
46 H 2.392 -2.116 0.436  C20 1.087
47 H 2.463 -0.486 1.015  C20 1.080
48 H 2.730 -0.880 -0.728  C20 1.081
49 H 1.223 -1.957 -1.879  C21 1.084
50 H -0.239 -2.566 -1.248  C21 1.079
51 C 0.434 3.079 2.621  C52 1.513, H58 1.092, H59 1.090, H60 1.090
52 C 0.657 1.858 3.486  C51 1.513, O53 1.437, H61 1.088, H62 1.091
53 O -0.198 1.850 4.641  C52 1.437, C54 1.332
54 C -1.471 1.533 4.412  O53 1.332, O55 1.206, O56 1.337
55 O -1.954 1.237 3.347  C54 1.206
56 O -2.129 1.602 5.574  C54 1.337, C57 1.429
57 C -3.534 1.368 5.466  O56 1.429, H63 1.088, H64 1.089, H65 1.086
58 H 0.549 3.992 3.209  C51 1.092
59 H 1.145 3.099 1.794  C51 1.090
60 H -0.572 3.092 2.204  C51 1.090
61 H 1.675 1.862 3.870  C52 1.088
62 H 0.526 0.935 2.919  C52 1.091
63 H -3.737 0.418 4.975  C57 1.088
64 H -4.011 2.183 4.923  C57 1.089
65 H -3.928 1.336 6.478  C57 1.086
66 C -0.863 8.446 4.572  C67 1.514, H73 1.091, H74 1.090, H75 1.089
67 C -0.154 7.108 4.595  C66 1.514, O68 1.436, H76 1.089, H77 1.090
68 O 1.050 7.130 3.814  C67 1.436, C69 1.335
69 C 2.084 7.776 4.359  O68 1.335, O70 1.203, O71 1.336
70 O 2.107 8.338 5.423  C69 1.203
71 O 3.090 7.694 3.484  C69 1.336, C72 1.430
72 C 4.263 8.428 3.844  O71 1.430, H78 1.088, H79 1.089, H80 1.087
73 H -1.053 8.757 3.543  C66 1.091
74 H -1.812 8.384 5.104  C66 1.090
75 H -0.259 9.222 5.039  C66 1.089
76 H -0.790 6.349 4.142  C67 1.089
77 H 0.062 6.784 5.614  C67 1.090
78 H 4.613 8.147 4.835  C72 1.088
79 H 4.065 9.498 3.801  C72 1.089
80 H 5.029 8.179 3.113  C72 1.087
81 C 2.466 -8.748 -2.327  C82 1.514, H88 1.091, H89 1.090, H90 1.089
82 C 1.495 -8.971 -3.467  C81 1.514, O83 1.434, H91 1.089, H92 1.090
83 O 0.778 -7.775 -3.804  C82 1.434, C84 1.336
84 C 1.471 -6.858 -4.483  O83 1.336, O85 1.205, O86 1.335
85 O 2.616 -6.956 -4.844  C84 1.205
86 O 0.673 -5.809 -4.688  C84 1.335, C87 1.432
87 C 1.309 -4.700 -5.334  O86 1.432, H93 1.088, H94 1.085, H95 1.084
88 H 1.947 -8.335 -1.461  C81 1.091
89 H 2.939 -9.688 -2.039  C81 1.090
90 H 3.248 -8.043 -2.605  C81 1.089
91 H 0.738 -9.694 -3.169  C82 1.089
92 H 1.996 -9.368 -4.350  C82 1.090
93 H 1.772 -5.004 -6.270  C87 1.088
94 H 2.048 -4.259 -4.673  C87 1.085
95 H 0.538 -3.967 -5.542  C87 1.084
96 C -2.328 -7.037 3.718  C97 1.514, H103 1.091, H104 1.090, H105 1.089
97 C -3.781 -6.647 3.542  C96 1.514, O98 1.435, H106 1.089, H107 1.090
98 O -4.071 -5.372 4.133  C97 1.435, C99 1.333
99 C -3.634 -4.310 3.456  O98 1.333, O100 1.206, O101 1.336
100 O -3.044 -4.328 2.404  C99 1.206
101 O -3.959 -3.214 4.148  C99 1.336, C102 1.429
102 C -3.468 -2.002 3.572  O101 1.429, H108 1.088, H109 1.090, H110 1.087
103 H -2.053 -7.012 4.773  C96 1.091
104 H -2.154 -8.041 3.331  C96 1.090
105 H -1.667 -6.349 3.192  C96 1.089
106 H -4.418 -7.362 4.059  C97 1.089
107 H -4.074 -6.648 2.492  C97 1.090
108 H -3.784 -1.906 2.536  C102 1.088
109 H -2.381 -1.967 3.641  C102 1.090
110 H -3.885 -1.178 4.145  C102 1.087
111 C 2.176 4.740 -4.297  C112 1.515, H118 1.091, H119 1.091, H120 1.089
112 C 2.710 3.822 -3.216  C111 1.515, O113 1.431, H121 1.089, H122 1.092
113 O 3.545 4.510 -2.280  C112 1.431, C114 1.335
114 C 2.867 5.264 -1.411  O113 1.335, O115 1.205, O116 1.333
115 O 1.668 5.380 -1.368  C114 1.205
116 O 3.726 5.811 -0.551  C114 1.333, C117 1.430
117 C 3.079 6.637 0.421  O116 1.430, H123 1.087, H124 1.089, H125 1.085
118 H 2.997 5.250 -4.802  C111 1.091
119 H 1.606 4.172 -5.034  C111 1.091
120 H 1.526 5.506 -3.879  C111 1.089
121 H 3.337 3.057 -3.671  C112 1.089
122 H 1.904 3.312 -2.685  C112 1.092
123 H 2.290 6.092 0.933  C117 1.087
124 H 2.677 7.532 -0.051  C117 1.089
125 H 3.830 6.927 1.148  C117 1.085

Entry 6:
The following is a DFT calculation (the ωB97M-V functional and the def2-TZVPD basis) of one molecule with the formula C5H7N in a non-equilibrium geometry.

Values from the calculation:
structure (SMILES) = Cc1ccc[nH]1
LUMO energy = 0.94 eV
relative energy (zero: lowest compared OMol25 entry of this formula, charge and spin) = 220.9 kJ/mol
maximum force = 1.6 eV Å⁻¹
Kohn-Sham gap = 8.79 eV
HOMO energy = -7.84 eV

Bonds (Å) are listed after each position.
Element x y z (Å)
1 C 0.052 0.466 1.523  C2 1.515, H7 1.096, H8 1.149, H9 1.092
2 C -0.140 -0.749 0.640  C1 1.515, C3 1.401, N6 1.397
3 C -1.210 -0.590 -0.250  C2 1.401, C4 1.402, H10 1.086
4 C -0.678 -0.099 -1.451  C3 1.402, C5 1.389, H11 1.080
5 C 0.703 -0.073 -1.305  C4 1.389, N6 1.359, H12 1.078
6 N 1.014 -0.709 -0.145  C2 1.397, C5 1.359, H13 1.010
7 H 0.933 0.441 2.174  C1 1.096
8 H 0.293 1.178 0.654  C1 1.149
9 H -0.830 0.783 2.084  C1 1.092
10 H -2.260 -0.629 0.024  C3 1.086
11 H -1.229 0.280 -2.299  C4 1.080
12 H 1.462 0.275 -1.987  C5 1.078
13 H 1.890 -0.574 0.338  N6 1.010